# 1
Formula: C2H2N4O2
Source: OMol25
Level of theory: wB97M-V/def2-TZVPD

Element x y z (Å)
C -2.0940 0.2362 0.1553
C 1.5530 -0.2464 -0.1745
H -2.2805 1.3653 0.2962
H 0.3862 -1.7352 0.4027
N -0.5675 0.2419 0.2171
N 0.1670 1.3309 0.0925
N 1.3691 1.0695 -0.2612
N 0.2523 -0.8017 -0.1069
O -2.9217 -0.7084 -0.1841
O 2.4961 -0.8482 0.1623

Computed properties:
- Orbital gap: 9.0 eV
- Net charge: 0
- Structure (SMILES): O=Cn1nnc(=O)[nH]1
- Calculated total energy: -12157.8215 eV


# 2
Formula: C3H13N2O
Source: OMol25
Level of theory: wB97M-V/def2-TZVPD

Element x y z (Å)
C -0.2070 1.0160 -1.1342
C -0.1215 1.3543 0.3918
C 1.2565 1.2990 1.0155
N 1.8943 -0.0006 0.6283
N 0.2098 -0.4251 -1.4311
H 0.5048 1.6648 -1.6267
H -1.2622 1.1671 -1.3832
H -0.9021 0.9181 1.0377
H -0.4230 2.4114 0.3275
H 1.8760 2.0557 0.4991
H 1.4580 1.5402 2.0748
H 1.7860 -0.7223 1.3431
H 2.9115 0.1363 0.6955
H -0.0056 -0.8869 -2.3106
H 1.1889 -0.4253 -1.1155
H -0.3535 -0.8520 -0.6851
H -3.6207 -3.1346 1.2097
H -3.2510 -3.8907 -0.0771
O -2.9394 -3.2252 0.5406

Computed properties:
- Orbital gap: 11.4 eV
- Net charge: +1
- Calculated total energy: -8342.9324 eV


# 3
Formula: C55H56IrN3PS
Source: OMol25
Level of theory: wB97M-V/def2-TZVPD

Element x y z (Å)
Ir 0.1651 -0.1664 0.7127
C 2.7220 -2.4371 2.9959
C 3.7568 -1.4361 2.4957
C 3.5315 -0.0465 3.0909
C 3.9125 -1.5053 0.9807
C 4.8994 -2.3739 0.5136
C 5.2153 -2.4728 -0.8282
C 4.5604 -1.6693 -1.7443
C 3.5529 -0.7989 -1.3468
C 2.9253 0.1008 -2.3997
C 2.1598 -0.6774 -3.4707
C 3.9857 0.9862 -3.0627
C 3.2058 -0.7648 0.0197
N 2.1429 0.1407 0.3674
C 2.5010 1.4372 0.3417
C 1.4611 2.3713 0.3124
N 0.2247 1.8652 0.3532
C -0.8485 2.7446 -0.0054
C -1.0840 2.8794 -1.3900
C -2.0660 3.7650 -1.8164
C -2.8149 4.4885 -0.9055
C -2.5799 4.3295 0.4461
C -1.5982 3.4660 0.9355
C -1.4832 3.3925 2.4493
C -0.0799 3.2690 3.0348
C -2.4428 2.3261 2.9816
C -0.2902 2.1137 -2.4318
C 0.6018 3.0568 -3.2430
C -1.1920 1.3039 -3.3675
C 2.0235 3.7177 0.1867
C 1.5297 4.9909 0.0887
C 2.4522 6.0643 0.0015
C 3.8107 5.8672 0.0099
C 4.3448 4.5548 0.0997
C 5.7155 4.1856 0.1169
C 6.0702 2.8632 0.2034
C 5.1121 1.8198 0.2786
C 3.7829 2.1506 0.2741
C 3.4250 3.5186 0.1822
H 2.6306 -2.3845 4.0825
H 2.9962 -3.4574 2.7253
H 1.7457 -2.2245 2.5660
H 4.7276 -1.7696 2.8760
H 2.5292 0.3313 2.9006
H 4.2498 0.6774 2.7082
H 3.6597 -0.1012 4.1732
H 5.4539 -2.9592 1.2374
H 5.9969 -3.1465 -1.1531
H 4.8377 -1.7143 -2.7897
H 2.2088 0.7597 -1.9097
H 2.8044 -1.3962 -3.9784
H 1.7816 0.0153 -4.2252
H 1.3142 -1.2203 -3.0506
H 4.6868 0.3904 -3.6492
H 4.5564 1.5544 -2.3297
H 3.5073 1.6926 -3.7428
H -2.2433 3.8926 -2.8763
H -3.5747 5.1784 -1.2474
H -3.1598 4.9034 1.1588
H -1.8714 4.3541 2.7997
H 0.3667 2.2926 2.8632
H -0.1304 3.4227 4.1138
H 0.5867 4.0258 2.6226
H -2.2013 1.3395 2.5831
H -3.4726 2.5657 2.7103
H -2.3844 2.2559 4.0684
H 0.3609 1.4062 -1.9153
H 0.0038 3.7518 -3.8352
H 1.2271 2.4850 -3.9308
H 1.2544 3.6416 -2.5935
H -1.8717 1.9483 -3.9261
H -1.8092 0.5695 -2.8404
H -0.5852 0.7548 -4.0883
H 0.4665 5.1950 0.0724
H 2.0651 7.0715 -0.0742
H 4.4812 6.7148 -0.0546
H 6.4788 4.9507 0.0585
H 7.1189 2.5975 0.2092
H 5.4475 0.7918 0.3252
N -1.8879 0.0187 0.0848
C -2.6929 -1.1841 0.0407
C -4.0786 -1.1230 0.0899
C -4.8089 -2.2975 0.0002
C -4.1554 -3.5172 -0.1441
C -2.7734 -3.5626 -0.1640
C -2.0271 -2.3885 -0.0626
P -0.2176 -2.3912 0.1755
C 0.4851 -3.1477 -1.3126
C 1.8391 -3.4806 -1.3423
C 2.3755 -4.1040 -2.4562
C 1.5785 -4.3742 -3.5585
C 0.2385 -4.0150 -3.5485
C -0.3089 -3.4099 -2.4281
C -0.1057 -3.7177 1.4334
C 0.6886 -4.8529 1.3165
C 0.7226 -5.7904 2.3407
C -0.0389 -5.6088 3.4831
C -0.8569 -4.4923 3.5952
C -0.8898 -3.5571 2.5776
H -1.7345 0.3407 -0.8706
H -2.3749 0.7773 0.5577
H -4.5788 -0.1677 0.1917
H -5.8887 -2.2617 0.0430
H -4.7261 -4.4324 -0.2160
H -2.2624 -4.5157 -0.2239
H 2.4796 -3.2579 -0.4967
H 3.4251 -4.3669 -2.4643
H 2.0030 -4.8574 -4.4280
H -0.3847 -4.2112 -4.4104
H -1.3561 -3.1385 -2.4312
H 1.2773 -5.0286 0.4286
H 1.3451 -6.6694 2.2368
H -0.0070 -6.3400 4.2793
H -1.4741 -4.3552 4.4733
H -1.5471 -2.7007 2.6639
S -0.3146 -0.4902 4.1004
C -0.0920 -0.3644 2.5837

Computed properties:
- Orbital gap (alpha / beta): 6.2 / 6.2 eV
- Net charge: +1
- Calculated total energy: -85375.1043 eV